Record 1
86
Properties=species:S:1:pos:R:3:forces:R:3:lowdin_charge:R:1 method="wB97M-V/def2-TZVPD" lumo_ha=0.088 total_charge=-1 homo_energy_ha=-0.2466 e_tot_ha=-3289.95792
P -3.059149 -3.972179 -2.430435 3.4717 -1.0140 -0.7524 0.4697
P -0.334455 4.690328 4.663441 -0.4634 2.0327 3.3887 0.4195
P 0.531756 -2.198393 -4.264695 2.1011 3.0653 5.7086 0.5579
F 1.151032 -2.390795 1.554879 -0.6510 0.2960 0.2353 0.0624
F 1.209052 -0.472063 0.310860 1.2716 0.4633 0.4077 0.0398
F 0.827462 -0.392405 2.615596 -0.1848 0.5722 0.7631 0.1387
F -0.706031 -1.041782 0.997913 -2.0480 -0.7726 0.9886 0.1127
O 0.926458 -3.233244 -2.948392 -3.0703 -0.0593 -3.4999 -0.3047
O -3.693791 -2.679201 -1.730245 -0.9312 -1.7086 -2.1469 -0.1499
O -1.968419 -3.662738 -3.387390 -0.9216 0.6568 0.2692 -0.2304
O -4.158471 -4.827667 -3.188085 -0.5023 -0.0913 3.0932 -0.1969
O -1.090738 5.309803 3.336065 1.2760 -0.2233 2.1998 -0.2527
O 1.735540 -1.394128 -4.514467 0.3131 -0.0921 -0.2437 -0.2666
O -3.847740 2.165625 -0.144293 2.4006 -0.7955 2.5128 0.0084
O 0.081959 -2.875803 -5.563448 0.1790 0.0062 1.3124 -0.1331
O -0.672407 -1.106114 -3.669109 1.3512 -2.8374 -2.5814 -0.2459
O -1.362365 3.572282 5.019556 -0.2884 -3.3117 -0.5275 -0.2145
O -2.453942 -5.051582 -1.376101 -1.6446 1.0074 -0.6889 -0.2351
O 4.863127 0.121632 4.323870 2.1363 0.4129 7.8332 0.1249
O -0.194375 5.625720 5.849013 -0.3681 -0.6570 -2.6106 -0.2901
O 1.050444 3.922482 4.491306 -0.4729 -0.5079 -1.5379 -0.2309
O 2.388027 3.389434 -2.905076 -1.6727 2.0536 0.0985 0.0752
C 2.247804 4.460523 5.013888 -0.4899 -0.3764 5.6635 -0.1172
C 4.950828 -1.297679 2.353512 -2.9322 0.2367 -0.3972 -0.0034
C -1.049157 -5.008418 -1.087309 0.8088 0.9010 2.8301 -0.1065
C -1.089156 2.117049 5.138333 9.1504 2.3238 -0.1686 -0.0454
C -1.181095 -2.831629 -6.107846 -0.4596 -7.2021 3.8378 -0.1105
C 3.951334 1.939618 -4.015769 -2.8620 1.7285 -1.2635 -0.0256
C 3.911348 1.154174 2.482043 0.8812 -0.3258 -1.8722 -0.0141
C -3.603233 -2.452103 -0.376777 -8.9917 -0.3374 0.6988 -0.1068
C -3.698978 0.895585 1.915212 -3.9345 4.1126 -1.7374 -0.0069
C -3.120572 1.817519 0.818359 -1.8014 0.3344 -0.2322 -0.4296
C 2.887523 2.325418 -2.898914 3.1354 -2.3510 0.2629 -0.4424
C 2.019790 -3.203488 -2.078231 0.3621 -1.7474 1.6668 -0.1345
C -1.878006 6.529737 3.592519 -0.8462 -0.4222 2.7794 -0.0988
C 2.852050 1.273476 -1.730717 -1.3005 4.4499 -3.7098 0.0215
C -1.649010 2.168425 0.947284 2.8885 -2.3413 0.0523 -0.0150
C -0.669153 -0.754347 -2.338217 -0.1781 5.2940 2.6755 -0.1824
C 4.537338 -0.067581 3.261375 -1.2804 -0.2455 -9.1828 -0.4865
C -4.835227 -4.159486 -4.196219 1.1738 -4.0608 -3.7217 -0.1264
B 0.590569 -1.080510 1.459449 1.5285 -0.6434 -2.3962 -1.3089
H -1.192319 7.355389 3.803935 -0.3294 -0.1622 -0.0016 0.0755
H 3.125634 1.071974 1.713793 0.5843 -1.0429 -0.0777 0.0643
H 4.179039 2.869871 -4.656778 0.1218 -1.2364 1.4359 0.0917
H -0.796211 1.317770 1.539381 -3.1939 2.0393 -2.1916 0.1791
H -5.030614 -3.193057 -4.079599 -1.5275 4.0290 1.5474 0.0315
H -2.748611 -2.493981 -0.141164 12.5574 -1.1125 2.9329 -0.0530
H 3.418163 1.784467 3.139849 -0.5470 1.2200 1.9227 0.0186
H 2.126930 1.469134 -1.072942 -3.3284 0.6270 2.2293 0.0304
H -3.987853 -3.242209 0.363332 -0.7693 1.2582 -1.4142 0.1480
H 5.963043 -1.418962 2.065060 1.2118 0.4127 0.2080 0.0500
H -2.319228 6.568516 2.661816 -1.2083 0.9273 -1.8609 0.0406
H 4.357929 -1.193436 1.421187 0.4333 0.1174 0.3235 0.0731
H -3.315616 1.035124 2.864081 0.8142 0.5982 1.9278 0.0377
H 2.526852 -2.273653 -2.307641 0.5483 0.0478 1.0316 0.0711
H 2.704459 -4.131148 -2.081189 -0.6344 1.2776 -1.3558 0.0962
H -0.444697 1.560372 4.259659 -1.0697 2.2893 1.4447 0.1317
H -4.873644 0.950819 1.886387 2.2380 0.1813 0.2190 0.1285
H 1.596537 -3.473164 -1.037688 0.5018 1.8339 -1.1442 0.1004
H 2.103880 4.663245 6.280904 0.1715 -0.7031 -3.5113 0.1582
H -0.651738 -3.943338 -1.080801 -0.6801 -1.2147 0.3056 0.0767
H 4.587290 -2.265858 2.707813 0.1374 0.1926 0.6017 0.0731
H -1.623010 -0.082247 -2.037858 1.1272 -2.6839 -0.7900 0.1271
H -3.678215 -1.416083 -0.093072 -1.7203 0.4937 -0.3299 0.1000
H -0.010267 0.224093 -2.029892 -0.2622 -2.4578 -1.3158 0.1162
H 4.749535 1.773555 2.014909 -0.7840 -0.9892 0.5975 0.1028
H -0.340244 -1.517428 -1.651962 -0.4999 -0.2847 0.2975 0.0538
H 3.131302 3.811068 5.008262 -0.6847 -0.0967 -0.9203 0.0816
H -0.332172 1.924695 6.045936 -2.3552 0.4239 -1.6474 0.1373
H -1.373712 2.338980 -0.101503 0.5276 -0.4093 0.1813 0.0711
H -1.095892 -2.565641 -6.997451 1.1060 2.3363 -8.1065 0.0159
H 4.780968 1.430099 -3.567346 0.4245 -0.3923 -0.2733 0.0534
H -5.740203 -4.788682 -4.500755 1.4222 1.0711 0.2355 0.1257
H -1.019016 -5.469997 0.014734 0.4262 0.9991 -2.5790 0.1361
H 2.735699 0.413288 -2.186645 -0.0347 -4.7711 -1.6139 0.0203
H 2.379203 5.432444 4.694720 0.7415 1.8382 -1.1329 0.0425
H -2.813197 6.541303 4.448366 3.0093 -0.7030 -2.1567 0.1633
H 3.672181 1.495833 -1.229190 4.4268 0.1291 2.0721 0.0410
H -1.963223 -2.329282 -5.753914 -2.3944 2.5163 2.8476 0.0518
H -1.249232 3.048292 1.426114 -1.0652 0.7736 0.5578 0.0429
H -1.859095 1.551780 5.037088 -5.7189 -2.7776 0.5107 -0.0156
H -3.498582 -0.030729 1.637342 1.2134 -4.4221 -1.2565 -0.0036
H -0.380362 -5.499285 -1.801954 -0.7071 -0.4183 0.0106 0.0821
H -1.509598 -3.921863 -6.117169 0.0090 1.2493 -0.1204 0.1292
H -4.005250 -4.067256 -4.959273 -1.4048 -0.5046 -0.3985 0.0984
H 3.315188 1.359693 -4.741618 1.0324 -0.3232 0.7504 0.0835


Record 2
75
Properties=species:S:1:pos:R:3:forces:R:3:lowdin_charge:R:1 method="wB97M-V/def2-TZVPD" lumo_ha=0.013 total_charge=0 homo_energy_ha=-0.2395 e_above_lowest_kj_mol=53.7 e_tot_ha=-2310.07143
Si -0.922280 2.555441 1.509940 -0.0121 -0.0004 -0.0034 0.3090
Si 0.144247 1.179775 -0.055490 0.0152 -0.0267 -0.0402 0.4465
Si -1.063406 1.592005 -2.013505 -0.0031 0.0270 -0.0096 0.3129
Si 2.116190 2.372791 -0.434823 -0.0047 0.0312 -0.0050 0.2987
O 0.009470 -4.624137 1.828922 0.0361 -0.0048 0.0012 0.0139
O -0.101191 -1.941417 -1.778594 -0.0107 -0.0472 0.0045 0.0080
N -1.782381 -1.289528 0.670719 0.0022 0.0307 -0.0280 0.0265
N 0.182299 -1.304926 2.275101 -0.0049 -0.0077 -0.0419 -0.0846
N 1.966967 -1.521206 0.413735 0.0036 0.0073 -0.0196 0.0239
N -0.308431 -4.181727 -2.155753 0.0004 -0.0201 0.0091 -0.0524
N -0.056101 -3.266271 0.011088 0.0081 0.1040 -0.0859 0.1475
C -0.356723 2.138532 3.277467 -0.0156 0.0006 0.0010 -0.2243
C -0.364464 -5.438392 -1.609287 -0.0024 0.0116 -0.0105 -0.0522
C -1.647475 3.372406 -2.256679 0.0007 0.0033 -0.0077 -0.2190
C -2.797120 2.256169 1.528029 -0.0048 0.0129 0.0024 -0.2227
C 1.935268 4.031966 -1.316448 0.0133 0.0010 0.0219 -0.2178
C 3.329282 1.386003 -1.505830 -0.0104 -0.0366 -0.0223 -0.2251
C 1.517475 -1.671035 2.785571 0.0160 0.0060 0.0045 -0.1389
C -0.091705 -4.502916 0.608810 -0.0872 0.0191 0.0327 -0.4899
C -2.618514 0.512447 -2.102804 0.0127 -0.0032 0.0285 -0.2247
C -0.413564 -3.940502 -3.587000 -0.0009 0.0047 0.0003 -0.0083
C -0.681272 4.418830 1.336987 0.0001 -0.0121 0.0140 -0.2203
C 3.008579 2.701788 1.202098 -0.0032 0.0065 -0.0021 -0.2295
C -0.267160 -5.642821 -0.288254 0.0318 -0.0084 0.0002 0.0166
C 2.343458 -2.249967 1.635857 -0.0089 0.0077 -0.0029 -0.1803
C -0.033724 1.119405 -3.521711 -0.0002 -0.0146 0.0087 -0.2206
C -0.997806 -1.897136 2.927749 -0.0077 0.0069 0.0127 -0.1469
C -0.153106 -3.095120 -1.321331 0.0143 0.0113 -0.0385 -0.5096
C -2.129368 -2.046629 1.888366 0.0098 -0.0090 0.0007 -0.1646
Be 0.085291 -1.450024 0.450752 0.0002 -0.1260 0.1517 0.0263
H -0.623316 1.210814 -4.438678 -0.0045 0.0094 0.0004 0.0279
H -1.249639 4.952019 2.104913 -0.0038 -0.0046 -0.0011 0.0284
H -0.807782 4.070131 -2.245637 -0.0225 -0.0034 0.0047 0.0079
H 0.478906 -3.436086 -3.953156 -0.0004 0.0006 -0.0011 0.0966
H 2.854508 1.072304 -2.438508 0.0123 0.0007 0.0009 0.0137
H -2.217543 -3.094382 1.609996 0.0033 -0.0004 -0.0003 0.1053
H -0.732361 2.881853 3.986615 0.0038 -0.0007 0.0011 0.0301
H -0.310733 -6.634414 0.133489 0.0014 0.0017 0.0028 0.1098
H 0.846407 1.757588 -3.626024 0.0077 0.0135 -0.0042 0.0099
H -1.316447 -1.278831 3.770586 0.0013 0.0021 -0.0078 0.1137
H 3.710243 0.485719 -1.015388 -0.0104 0.0092 0.0289 0.0078
H 1.249754 4.697930 -0.790001 0.0054 -0.0032 -0.0088 0.0089
H 0.302391 0.083773 -3.430692 -0.0011 0.0128 0.0083 0.0123
H -0.723360 -2.882303 3.295277 -0.0038 0.0023 0.0025 0.1033
H -0.738983 1.167908 3.612527 0.0038 -0.0010 -0.0041 0.0051
H -0.491385 -6.245542 -2.318395 -0.0036 -0.0028 0.0030 0.1254
H 2.079335 -3.295830 1.496688 0.0055 0.0030 0.0020 0.0983
H -2.164437 3.479816 -3.215115 -0.0004 -0.0047 -0.0006 0.0273
H 0.100330 -0.290579 2.303151 -0.0045 0.0103 0.0010 0.0469
H -2.320014 -0.538185 -2.147961 -0.0206 -0.0058 -0.0044 0.0000
H 2.905401 4.531984 -1.393651 0.0035 -0.0041 0.0038 0.0291
H 2.303314 -0.562732 0.415925 0.0140 0.0019 -0.0070 0.0405
H -1.007327 4.778207 0.359615 -0.0009 -0.0009 -0.0110 0.0142
H 4.195372 2.004274 -1.759195 -0.0005 -0.0004 -0.0021 0.0281
H 2.428037 3.368861 1.843583 0.0028 -0.0001 0.0087 0.0096
H -3.053842 1.241236 1.850423 0.0000 0.0014 -0.0017 0.0102
H 0.732648 2.120345 3.363228 0.0154 0.0038 -0.0033 0.0153
H -3.282574 0.661493 -1.246366 0.0076 -0.0138 -0.0013 0.0122
H -1.272874 -3.308012 -3.803776 0.0013 0.0015 -0.0002 0.0964
H 0.371287 4.686199 1.455548 -0.0050 0.0131 -0.0053 0.0132
H 3.410396 -2.183463 1.857946 -0.0004 0.0027 0.0029 0.1181
H -3.084966 -1.726280 2.306256 0.0000 -0.0021 0.0026 0.1136
H -3.246301 2.415228 0.544866 0.0081 0.0047 0.0073 0.0117
H 1.434137 -2.396629 3.593147 -0.0044 -0.0091 -0.0104 0.1254
H -0.526601 -4.896516 -4.092506 0.0000 -0.0010 0.0013 0.0874
H 3.983729 3.166293 1.031314 0.0020 -0.0002 0.0048 0.0272
H 2.001184 -0.777538 3.187079 -0.0024 -0.0039 0.0046 0.1206
H 1.551546 3.893245 -2.329656 0.0036 -0.0061 -0.0060 0.0151
H -3.281936 2.940430 2.230339 -0.0053 -0.0020 0.0012 0.0299
H 3.173281 1.775022 1.760445 0.0071 -0.0023 -0.0024 0.0122
H -3.193430 0.739266 -3.005147 0.0098 0.0002 -0.0053 0.0292
H -1.996518 -0.300361 0.763452 -0.0185 0.0039 0.0027 0.0347
H -2.302746 -1.618006 -0.135512 -0.0006 0.0000 0.0049 0.1012
H 2.321841 -1.967095 -0.425049 0.0073 0.0023 0.0027 0.1150
H -2.341667 3.677066 -1.469652 -0.0012 -0.0035 0.0091 0.0130


Record 3
77
Properties=species:S:1:pos:R:3:forces:R:3:lowdin_charge:R:1 method="wB97M-V/def2-TZVPD" lumo_ha="0.019 / 0.019" total_charge=0 spin_multiplicity=5 homo_energy_ha="-0.3132 / -0.3132" e_tot_ha=-3443.34249
Cr 0.305018 1.868290 -0.170661 0.2641 -2.0098 0.0837 0.7711
Cl 1.521768 0.299979 -2.201210 -0.2689 -0.4469 -2.2077 0.7568
Cl 1.212694 4.331655 1.039728 -0.3602 -0.4524 0.6752 0.7475
O 2.268884 3.877085 0.156954 -1.1283 -0.3308 0.7122 -0.2927
O 0.589794 0.027097 -1.062545 0.6882 0.9555 0.4215 -0.4443
O 0.636204 0.303472 -3.347146 1.4808 -0.7346 0.0738 -0.3071
O 2.506663 -0.753018 -2.180172 -0.7004 1.1771 -0.2808 -0.2756
O 1.585052 4.418684 2.404592 0.5682 -0.3530 0.0374 -0.2745
O 0.015822 3.310411 0.991474 1.5909 1.9804 0.5524 -0.4793
O 2.117775 1.636881 -2.119381 -0.5058 -1.2324 1.0709 -0.3162
O 0.685734 5.553262 0.622203 -0.7278 1.3678 -1.0132 -0.2614
N 1.318088 0.645179 1.600307 0.3326 -1.0200 -0.1811 -0.1863
N -0.248518 -3.646344 -0.224729 0.8290 -0.7468 -0.2336 -0.1720
N -1.450553 2.504748 -1.241895 -1.0309 0.9013 0.2697 -0.2359
C 0.555611 -0.633058 1.785603 -1.6128 0.7488 -0.4624 -0.2249
C -2.826775 3.782554 0.599282 -0.1506 -0.0826 -0.7507 -0.0731
C -0.297455 -6.265230 -0.603429 -0.3075 0.4720 0.6004 -0.0745
C 2.748702 0.167159 1.219071 -0.5917 1.7353 1.1084 -0.1834
C 1.760986 0.790264 4.122076 -0.3791 -0.5165 0.4354 -0.0663
C -1.009954 -0.396758 1.963379 2.5858 0.1351 1.4363 -0.0227
C -1.827642 1.559757 -2.310126 0.2108 -0.1326 -0.2397 -0.2596
C -1.187715 3.860539 -1.838297 -1.5286 0.4765 0.2687 -0.2407
C 3.747260 1.304576 0.878876 -0.1506 -0.8382 0.1425 -0.0549
C -2.305606 0.245625 -1.729724 -0.5743 -0.1952 0.0973 -0.0824
C -2.712402 2.605913 -0.348193 0.7577 -0.1257 -0.3810 -0.1970
C -2.771321 -3.620271 -0.223234 0.2917 0.6635 0.2614 -0.0824
C -1.451222 -3.408737 -0.991628 -0.7021 -0.9365 -0.8295 -0.2805
C 0.980505 -3.430006 -1.081990 -0.6305 -0.4395 1.3983 -0.2207
C 2.238296 -3.497546 -0.191041 0.1251 0.0712 -0.5837 -0.0785
C -0.237468 -5.018327 0.390400 -1.4904 -0.0884 -1.2895 -0.2084
C -0.142681 3.893099 -2.931919 0.3772 0.4883 0.5880 -0.0556
C 1.218749 1.451127 2.856368 0.6283 -0.6060 -0.1129 -0.2561
H -0.164172 -7.209372 -0.029692 0.0596 0.6641 -0.3574 0.0753
H 0.671047 -1.231528 0.887261 -0.0116 0.0438 -0.0934 0.0675
H -1.279310 0.342312 1.254175 -0.6470 0.5401 -1.0510 0.0126
H -3.566855 2.634856 -1.066851 0.4618 -0.1583 0.5515 0.1334
H -0.959169 1.390033 -2.933927 -0.1730 0.0059 0.0570 0.0639
H -1.494827 -4.089622 -1.873765 -0.0033 -0.0586 0.2528 0.1155
H 0.651221 -5.056999 0.984069 0.3682 -0.2906 0.4430 0.0780
H 2.814515 0.466718 3.977966 -0.6668 0.2069 0.2203 0.0800
H -2.128133 3.771521 1.406787 0.1815 -0.1435 0.5454 0.0605
H -2.740956 4.727932 0.106256 0.2880 0.6053 -0.4605 0.0695
H -3.606016 -3.302581 -0.857190 0.0929 -0.1900 0.0572 0.0722
H 3.155354 -0.393557 2.054803 -0.1067 -0.3290 0.1699 0.1022
H 0.461311 -6.181517 -1.370935 0.4301 -0.1697 0.0095 0.0460
H 0.185104 1.819029 2.967573 0.5111 -0.2497 -0.0308 0.1162
H -0.304081 3.134858 -3.698405 0.3587 0.0231 0.1640 0.0796
H -1.422883 -2.444699 -1.495859 0.1486 0.4007 0.5216 0.0850
H 0.946708 -1.242830 2.593059 0.1727 0.0905 0.3395 0.1096
H -2.287734 -0.531795 -2.488740 -0.1362 0.0245 -0.2169 0.0838
H 3.501089 1.673074 -0.118696 0.3110 0.3426 0.2765 0.0434
H -3.847470 3.784423 0.925861 -0.5531 -0.1922 0.6730 0.0792
H -0.922457 4.511505 -0.996213 0.1747 -0.1133 -0.3915 0.0855
H 2.483612 -4.532719 0.129046 -0.0538 0.6850 -0.3043 0.0761
H 3.096503 -3.047636 -0.719119 -0.2453 -0.4250 0.0871 0.0745
H -1.255617 0.067435 2.951583 0.0884 -0.8424 -0.6177 0.0900
H -2.908286 -4.666364 0.060913 -0.0894 0.1204 -0.1616 0.0583
H 1.857082 2.287441 2.700371 0.1246 0.7712 -0.1339 0.0572
H -2.738485 1.682963 0.259330 -0.2133 0.3784 -0.5123 0.1049
H 2.089889 -2.881358 0.694012 -0.0984 -0.1119 0.1542 0.0519
H 0.877330 -2.457441 -1.556806 0.0388 0.0117 0.1446 0.0743
H -1.628597 -0.120027 -0.945709 -0.4315 0.2224 -0.0988 0.0493
H 0.855037 3.873927 -2.456255 -0.2632 -0.4605 -0.5817 0.0768
H -1.450960 -1.359974 1.772911 -0.6261 -0.1108 0.0966 0.0595
H -2.170222 4.299153 -2.216929 0.8735 -0.7568 0.2564 0.1458
H 1.147941 -0.087476 4.436434 0.5275 0.5670 -0.1306 0.0774
H -3.340226 0.356801 -1.349203 0.6119 -0.4048 -0.1207 0.0874
H -2.591962 2.030355 -2.949317 -0.0491 -0.1000 0.1823 0.1370
H 4.773232 0.881841 0.877188 -0.5867 0.1056 -0.1997 0.0896
H 1.036720 -4.173863 -1.884384 -0.0014 -0.0188 -0.0587 0.1060
H -1.239722 -6.373918 -1.177182 0.2333 0.3178 0.5926 0.0645
H 1.722445 1.533659 4.946293 0.1121 -0.4581 -0.4737 0.0893
H -1.133101 -5.104241 1.044396 0.7981 0.1967 -0.1763 0.1006
H 2.578991 -0.503239 0.395730 0.2150 -0.1758 -0.3626 0.0716
H -2.835969 -3.017964 0.707015 0.2104 -0.2537 -0.4605 0.0682
H -0.204477 4.866853 -3.416674 -0.0505 0.0433 -0.0476 0.0856
H 3.772290 2.105992 1.635788 -0.2754 -0.2384 -0.4202 0.0771